Record 1
The following is a DFT calculation (the ωB97M-V functional and the def2-TZVPD basis) of a molecular structure, C35H37F5MnOP2Te in a non-equilibrium geometry.

Results
* E_tot: -4031.924544 Ha
* 2S+1: 6
* relative energy (zero: lowest compared OMol25 entry of this formula, charge and spin): 39.5 kcal per mole
* LUMO (spin up / spin down): -0.466 / -0.476 eV
* frontier orbital gap (spin up / spin down): 0.1641 / 0.2138 Eh

Geometry (Å):
Mn1 -1.20061 -0.55913 0.94510
C1 -5.68274 -2.32451 0.84098
C2 -5.61749 -2.34122 -0.50245
C3 -6.58831 -1.63189 -1.43375
C4 -7.21729 -0.31030 -0.99803
C5 -6.53565 0.61330 -0.00490
C6 -6.57532 0.50540 1.32977
C7 -7.16864 -0.60363 2.12641
C8 -6.98451 -2.03422 1.53317
C9 -0.10923 1.22380 0.33029
H1 -4.85698 -2.61741 1.47762
H2 -4.88962 -2.97522 -1.03289
H3 -7.42297 -2.32522 -1.64213
H4 -6.08990 -1.51359 -2.41175
H5 -7.37556 0.28094 -1.91593
H6 -8.18864 -0.55507 -0.55546
H7 -6.20400 1.56760 -0.45445
H8 -6.36005 1.36023 1.96167
H9 -8.24888 -0.44601 2.22575
H10 -6.76320 -0.56346 3.14657
H11 -7.16152 -2.76961 2.34084
H12 -7.75603 -2.13996 0.75805
H13 0.74368 1.02197 1.02665
H14 -0.06991 2.33847 0.23876
H15 0.23867 0.84183 -0.63962
P1 -2.06224 -1.82547 -0.86682
P2 -2.03302 1.62168 0.28208
C10 -3.33428 -0.57968 -1.06955
C11 -3.33113 0.67130 -0.52809
C12 -1.65152 -2.44132 -2.49221
C13 -2.65095 -2.74413 -3.44350
C14 -2.25591 -3.35808 -4.62878
C15 -0.90357 -3.60543 -4.85989
C16 0.07546 -3.22249 -3.93711
C17 -0.28917 -2.59982 -2.75682
C18 -2.25493 -3.09912 0.42247
C19 -2.37041 -2.70559 1.77892
C20 -2.27622 -3.68181 2.77503
C21 -2.09509 -5.03496 2.42773
C22 -1.96911 -5.40797 1.08732
C23 -2.02207 -4.44662 0.09250
C24 -2.07995 3.18584 -0.65605
C25 -1.65237 3.13145 -1.99378
C26 -1.40544 4.32251 -2.68958
C27 -1.65437 5.56907 -2.09470
C28 -2.20263 5.60758 -0.80672
C29 -2.44674 4.42275 -0.09712
C30 -2.55807 2.01356 1.97576
C31 -1.52251 2.23441 2.88840
C32 -1.81237 2.37145 4.25034
C33 -3.11841 2.29568 4.71933
C34 -4.15969 2.14047 3.80366
C35 -3.88309 2.03525 2.43084
H16 -4.11056 -0.85080 -1.81816
H17 -4.21858 1.28878 -0.74910
H18 -3.68381 -2.49852 -3.21724
H19 -3.02186 -3.65810 -5.33498
H20 -0.60857 -4.11902 -5.76112
H21 1.12774 -3.42427 -4.10652
H22 0.44525 -2.26144 -2.02058
H23 -2.48463 -1.62391 2.05791
H24 -2.32769 -3.40216 3.82445
H25 -2.05678 -5.80061 3.20750
H26 -1.81399 -6.45792 0.80884
H27 -1.85471 -4.69347 -0.95545
H28 -1.48514 2.16183 -2.47114
H29 -0.98915 4.28735 -3.69498
H30 -1.42141 6.50258 -2.62708
H31 -2.40982 6.56916 -0.33461
H32 -2.88492 4.46589 0.89846
H33 -0.49849 2.24237 2.51456
H34 -0.98909 2.53737 4.94088
H35 -3.32955 2.38463 5.79842
H36 -5.18298 2.12011 4.16062
H37 -4.68340 1.95496 1.70316
F1 2.45396 -0.51471 -1.13694
Te1 2.49889 -1.66996 0.37458
F2 2.82709 -2.82168 1.84969
F3 3.10456 -0.14270 1.34639
F4 2.03475 -3.09533 -0.82635
F5 4.28080 -2.05393 -0.07736
O1 0.72374 -1.41424 0.75350

Atomic partial charges in e from the Mulliken method, atoms 1 to 4:
1. Mn -0.085
2. C 0.088
3. C -0.221
4. C -1.382

---

Record 2
The following is a DFT calculation (the ωB97M-V functional and the def2-TZVPD basis) of 2 unconnected molecules or ions with the total composition C35H37F5N3O in a non-equilibrium geometry.

Results
* E_tot: -2094.474431 Ha
* net charge: +1
* relative energy (zero: lowest compared OMol25 entry of this formula, charge and spin): 0.0 kcal per mole
* LUMO: -4.876 eV
* frontier orbital gap: 0.1508 Eh

Geometry (Å):
C1 2.60824 -5.35885 -1.19366
N1 2.34536 -3.94446 -1.32999
C2 3.34153 -3.03986 -1.08833
O1 4.46890 -3.30210 -0.68435
C3 2.77269 -1.64861 -1.38252
C4 3.41211 -1.06208 -2.63253
C5 4.89155 -0.89548 -2.47454
C6 5.79881 -1.80839 -3.01534
F1 5.32558 -2.85314 -3.74261
C7 7.17081 -1.69229 -2.82576
F2 8.01600 -2.61223 -3.33437
C8 7.66991 -0.59325 -2.12105
F3 8.99733 -0.43127 -1.97767
C9 6.78961 0.36119 -1.60824
F4 7.26844 1.45198 -0.97610
C10 5.41950 0.18759 -1.77541
F5 4.56687 1.11098 -1.25072
N2 1.34260 -1.92450 -1.51956
C11 0.46254 -0.91383 -1.65825
C12 -0.90626 -1.06717 -1.84118
C13 -1.83091 -0.03182 -1.94466
C14 -3.23965 -0.23613 -2.14265
C15 -4.11180 0.86119 -2.37704
C16 -5.47120 0.67187 -2.58707
C17 -6.01978 -0.62178 -2.57063
C18 -5.18368 -1.72113 -2.33732
C19 -3.82075 -1.53778 -2.12587
C20 1.01635 -3.36474 -1.54041
C21 0.46714 -3.81854 -2.90013
C22 0.08733 -3.73369 -0.37820
H1 3.69025 -5.49478 -1.10782
H2 2.13102 -5.77496 -0.29657
H3 2.24457 -5.90391 -2.07190
H4 2.96122 -0.98653 -0.51607
H5 3.22369 -1.74875 -3.46915
H6 2.94300 -0.09150 -2.83584
H7 0.90380 0.08751 -1.60439
H8 -1.27742 -2.08900 -1.92212
H9 -1.46558 1.00011 -1.92523
H10 -3.68580 1.86716 -2.37145
H11 -6.11977 1.53308 -2.75609
H12 -7.08748 -0.76905 -2.73473
H13 -5.59191 -2.73346 -2.32046
H14 -3.18920 -2.40797 -1.94307
H15 1.20801 -3.60386 -3.68366
H16 0.27096 -4.89821 -2.87504
H17 -0.45994 -3.29959 -3.15409
H18 0.57571 -3.44781 0.56371
H19 -0.86486 -3.20359 -0.44340
H20 -0.10338 -4.81342 -0.38683
C23 -5.45320 3.75371 -0.43577
C24 -5.65354 2.56115 0.27579
C25 -4.70079 2.11936 1.18330
C26 -3.52043 2.86534 1.42441
C27 -2.59576 2.42861 2.44281
C28 -1.40876 3.05887 2.74783
N3 -0.63089 2.81486 3.82974
C29 0.52228 3.69149 4.03046
C30 1.58501 3.07985 4.93389
C31 0.96872 2.58771 6.23521
C32 -0.12738 1.57945 5.92842
C33 -1.19178 2.16823 5.00345
C34 -3.32056 4.05607 0.67904
C35 -4.27865 4.49303 -0.23218
H21 -6.20353 4.09771 -1.14795
H22 -6.55325 1.96777 0.10735
H23 -4.84795 1.19250 1.74140
H24 -2.90075 1.55078 3.02104
H25 -0.98078 3.79865 2.06121
H26 0.95320 3.91841 3.04754
H27 0.18683 4.64245 4.48465
H28 2.06198 2.24206 4.41097
H29 2.34786 3.83875 5.12818
H30 1.73493 2.12663 6.86208
H31 0.54137 3.43716 6.78095
H32 0.30889 0.69396 5.44979
H33 -0.62158 1.25402 6.84818
H34 -1.78062 2.90036 5.58956
H35 -1.87085 1.36988 4.68936
H36 -2.41626 4.63843 0.85445
H37 -4.11583 5.41956 -0.78483

Atomic partial charges in e from the Mulliken method, atoms 1 to 4:
1. C -0.998
2. N 0.320
3. C 0.211
4. O -0.672

---

Record 3
The following is a DFT calculation (the ωB97M-V functional and the def2-TZVPD basis) of a molecular structure, C35H37FN3O3Sb2W in a non-equilibrium geometry.

Results
* E_tot: -2392.686668 Ha
* 2S+1: 3
* net charge: +1
* relative energy (zero: lowest compared OMol25 entry of this formula, charge and spin): 184.4 kcal per mole
* LUMO (spin up / spin down): -4.709 / -5.433 eV
* frontier orbital gap (spin up / spin down): 0.2125 / 0.1844 Eh

Geometry (Å):
W1 3.02718 -0.60261 1.17186
C1 6.10923 -3.39120 2.36855
Sb1 4.22652 -2.83298 1.38480
C2 4.16826 -4.07571 -0.38659
C3 4.97171 -0.27386 0.13481
C4 5.46622 -0.74673 -1.20376
C5 6.89606 -0.76991 -1.30900
C6 7.54291 -0.34217 -2.45315
C7 6.79763 -0.05681 -3.58682
C8 5.38246 -0.37430 -3.57906
C9 4.75074 -0.88432 -2.44472
C10 3.40169 -1.41800 -2.67765
Sb2 2.03640 -0.62971 -1.15178
C11 0.22925 -1.55765 -1.80557
C12 1.46471 1.15080 -2.15761
H1 6.91061 -2.93009 1.78046
H2 6.24805 -4.45714 2.39805
H3 6.03589 -2.92803 3.35062
H4 4.97611 -3.76951 -1.10633
H5 3.20296 -4.03420 -0.85670
H6 4.32909 -5.15230 -0.17491
H7 5.70952 -0.66959 0.87565
H8 4.94779 0.84631 0.17123
H9 7.43657 -0.95177 -0.39722
H10 8.62485 -0.20624 -2.46093
H11 7.26116 0.40200 -4.47514
H12 4.85919 -0.23721 -4.50270
H13 3.34425 -2.50799 -2.59576
H14 3.03788 -1.03736 -3.63669
H15 -0.52577 -0.80246 -1.68007
H16 0.06726 -2.51644 -1.25460
H17 0.40192 -1.69000 -2.88313
H18 1.17373 0.83618 -3.16898
H19 2.27642 1.84434 -2.25457
H20 0.56244 1.66146 -1.71955
O1 -4.11830 0.46548 -0.15157
C13 -5.42423 0.95832 0.09534
C14 -5.93927 0.45044 1.66591
O2 -7.06012 0.68723 2.10240
O3 -4.92039 -0.06903 2.12524
C15 -5.27382 2.45782 0.04064
C16 -5.78703 3.23161 -1.00313
C17 -5.23098 4.48129 -1.18393
C18 -4.51715 5.03558 -0.17392
C19 -4.06130 4.33295 0.98310
C20 -4.44465 2.99467 1.06689
C21 -6.38306 0.40741 -0.96406
C22 -5.91528 -0.44337 -2.00337
C23 -6.64340 -0.48445 -3.18021
C24 -7.80955 0.27999 -3.32635
C25 -8.39727 0.78555 -2.15613
C26 -7.66406 0.90550 -1.01027
H21 -3.97033 -0.13911 0.64468
H22 -6.60880 2.87677 -1.66875
H23 -5.39929 5.04610 -2.07036
H24 -4.32123 6.08303 -0.24732
H25 -3.31055 4.76200 1.65962
H26 -4.05455 2.29676 1.85732
H27 -4.99744 -0.98186 -1.91707
H28 -6.22239 -1.07667 -3.98294
H29 -8.21850 0.57737 -4.28550
H30 -9.42019 1.15666 -2.13734
H31 -7.99710 1.47625 -0.13334
F1 0.09163 -1.50956 6.78644
C27 0.32397 -1.43751 5.47235
C28 0.38526 -0.13443 4.92774
C29 0.53560 -0.05469 3.56406
C30 0.95738 -1.20780 2.88095
C31 0.92915 -1.09743 1.44563
C32 1.11333 -2.45832 3.49254
C33 0.61207 -2.62794 4.75948
H32 0.37537 0.74895 5.62620
H33 0.30610 0.89807 3.02481
H34 0.32580 -0.24847 1.09604
H35 0.54540 -1.99917 0.92956
H36 1.52260 -3.21003 2.83135
H37 0.63600 -3.60058 5.24674
N1 -0.32495 4.09288 2.04369
C34 0.79698 3.70970 1.82835
N2 2.08760 3.38221 1.83131
C35 2.37953 2.13556 1.88582
N3 3.16050 1.16949 1.96840

Atomic partial charges in e from the Mulliken method, atoms 1 to 4:
1. W 0.929
2. C -1.074
3. Sb 0.626
4. C -1.240